one:
{
  "formula": "C3H4FNO",
  "method": "wB97M-V/def2-TZVPD",
  "multiplicity": 1,
  "smiles": "CC(=O)/C=N\\F",
  "gap_ev": 10.7,
  "total_charge": 0,
  "elements": ["C", "C", "O", "C", "N", "F", "H", "H", "H", "H"],
  "xyz": [[0.386, 0.674, -1.196], [0.104, -0.672, -0.478], [-0.027, -1.777, -0.892], [0.015, -0.523, 1.277], [-0.763, -0.135, 2.228], [-2.010, 0.351, 1.844], [0.484, 0.545, -2.318], [1.317, 1.212, -0.961], [-0.406, 1.266, -1.103], [0.899, -0.942, 1.599]]
}

two:
{
  "formula": "C3H4FNO",
  "method": "wB97M-V/def2-TZVPD",
  "multiplicity": 1,
  "smiles": "FC1=CCNO1",
  "gap_ev": 10.0,
  "total_charge": 0,
  "elements": ["F", "C", "C", "C", "N", "O", "H", "H", "H", "H"],
  "xyz": [[0.097, -2.046, -1.658], [0.018, -1.051, -0.828], [-0.546, 0.132, -0.808], [-0.323, 0.768, 0.546], [0.748, -0.009, 1.163], [0.740, -1.286, 0.589], [-1.114, 0.598, -1.588], [-0.049, 1.824, 0.489], [-1.228, 0.672, 1.160], [1.657, 0.399, 0.935]]
}

three:
{
  "formula": "C3H4FNO",
  "method": "wB97M-V/def2-TZVPD",
  "multiplicity": 1,
  "smiles": "C=C=N.O=CF",
  "gap_ev": 10.3,
  "total_charge": 0,
  "elements": ["C", "C", "N", "H", "H", "H", "O", "C", "F", "H"],
  "xyz": [[-0.971, -1.106, 0.392], [-0.249, -0.011, 0.509], [0.459, 1.035, 0.366], [-1.931, -1.168, -0.168], [-0.560, -2.077, 0.706], [0.532, 1.808, 0.946], [-1.139, 1.083, -2.589], [-2.059, 0.634, -2.174], [-3.187, 1.351, -2.006], [-1.863, -0.333, -1.572]]
}

four:
{
  "formula": "C3H4FNO",
  "method": "wB97M-V/def2-TZVPD",
  "multiplicity": 1,
  "gap_ev": [8.5, 8.5],
  "total_charge": 0,
  "elements": ["C", "C", "C", "N", "O", "F", "H", "H", "H", "H"],
  "xyz": [[-1.776, 1.301, -0.122], [2.482, 0.823, 0.028], [-2.266, -1.090, -0.021], [-1.776, 0.081, 0.137], [1.745, -0.118, 0.021], [-0.817, 2.159, 0.075], [2.033, 1.774, -0.344], [3.558, 0.856, 0.079], [-2.131, -1.793, -0.772], [-2.800, -1.430, 0.754]]
}

Which of them is the most stable, and which is the least stable? three and four, in that order.

one:
{
  "formula": "C2H10NOS",
  "method": "wB97M-V/def2-TZVPD",
  "multiplicity": 1,
  "gap_ev": 9.4,
  "total_charge": 1,
  "elements": ["C", "C", "S", "N", "H", "H", "H", "H", "H", "H", "H", "H", "H", "H", "O"],
  "xyz": [[0.293, -0.256, 0.362], [1.687, 0.048, 0.847], [2.247, -1.294, 1.970], [-0.375, 0.968, -0.197], [0.168, -1.014, -0.395], [-0.274, -0.602, 1.219], [2.455, 0.139, 0.115], [1.639, 0.969, 1.422], [2.308, -2.183, 0.968], [-1.382, 0.853, -0.344], [-0.269, 1.800, 0.395], [0.093, 1.226, -1.057], [-2.882, 0.526, -2.041], [-3.216, -0.905, -1.586], [-2.492, -0.274, -1.679]]
}

two:
{
  "formula": "C2H10NOS",
  "method": "wB97M-V/def2-TZVPD",
  "multiplicity": 1,
  "gap_ev": 9.6,
  "total_charge": 1,
  "elements": ["C", "C", "S", "N", "H", "H", "H", "H", "H", "H", "H", "H", "H", "H", "O"],
  "xyz": [[0.291, 0.253, -0.897], [-0.884, 1.117, -0.364], [-0.729, 1.495, 1.442], [-0.175, -1.152, -0.972], [1.173, 0.458, -0.315], [0.570, 0.531, -1.941], [-1.886, 0.737, -0.466], [-0.766, 2.144, -0.766], [0.491, 1.969, 1.453], [-1.152, -1.041, -1.363], [-0.366, -1.636, -0.081], [0.408, -1.786, -1.521], [1.561, -0.552, 2.031], [0.321, -1.244, 2.185], [1.142, -1.293, 1.575]]
}

Which of them is the most stable, and which is the least stable? one and two, in that order.

one:
{
  "formula": "C2H8NO2",
  "method": "wB97M-V/def2-TZVPD",
  "multiplicity": 1,
  "gap_ev": 12.3,
  "total_charge": 1,
  "elements": ["C", "N", "H", "H", "H", "H", "H", "H", "O", "C", "O", "H", "H"],
  "xyz": [[2.064, 0.734, -0.019], [1.348, -0.581, -0.113], [3.109, 0.566, -0.262], [1.618, 1.443, -0.698], [1.994, 1.023, 1.025], [0.338, -0.418, 0.132], [1.723, -1.220, 0.592], [1.400, -1.008, -1.035], [-1.214, -0.008, 0.349], [-2.360, -0.321, 0.141], [-3.354, 0.510, 0.367], [-2.630, -1.334, -0.171], [-4.035, 0.614, -0.309]]
}

two:
{
  "formula": "C2H8NO2",
  "method": "wB97M-V/def2-TZVPD",
  "multiplicity": 1,
  "gap_ev": 11.7,
  "total_charge": 1,
  "elements": ["O", "C", "C", "N", "H", "H", "H", "H", "H", "H", "H", "H", "O"],
  "xyz": [[1.154, 0.316, 1.487], [-0.011, 0.028, 1.528], [-0.594, -0.860, 0.435], [0.402, -0.971, -0.644], [-0.747, 0.319, 2.287], [-0.869, -1.840, 0.831], [-1.523, -0.441, 0.049], [0.445, -1.893, -1.079], [0.232, -0.223, -1.333], [1.336, -0.776, -0.256], [-0.677, 2.224, -1.404], [0.765, 2.377, -0.827], [0.088, 1.739, -1.072]]
}

Which of them is the most stable, and which is the least stable? one and two, in that order.

one:
{
  "formula": "CH15NO5",
  "method": "wB97M-V/def2-TZVPD",
  "multiplicity": 1,
  "gap_ev": 3.8,
  "total_charge": 0,
  "elements": ["C", "N", "H", "H", "H", "H", "H", "H", "H", "O", "H", "H", "O", "H", "H", "O", "H", "H", "O", "H", "H", "O"],
  "xyz": [[-1.234, 0.487, -0.479], [-0.194, 1.418, -0.075], [-1.861, 0.486, 0.424], [-1.935, 0.886, -1.257], [-0.926, -0.513, -0.774], [-0.393, 1.507, 0.932], [0.746, 1.018, -0.251], [0.558, -1.688, 0.853], [0.760, -0.668, 2.062], [0.320, -1.476, 1.772], [0.053, -2.912, -1.493], [0.986, -1.133, -1.349], [0.456, -2.327, -0.841], [2.449, -0.782, -1.635], [2.183, 1.508, 2.812], [1.506, 1.215, 2.197], [-1.435, -0.381, -4.651], [-1.515, 0.146, -5.174], [1.602, -0.310, -1.589], [-1.706, 1.348, 3.251], [0.590, 1.253, 2.530], [-1.012, 0.918, 2.734]]
}

two:
{
  "formula": "CH15NO5",
  "method": "wB97M-V/def2-TZVPD",
  "multiplicity": 1,
  "smiles": "CN.O.O.O.O.O",
  "gap_ev": 10.2,
  "total_charge": 0,
  "elements": ["C", "N", "H", "H", "H", "H", "H", "O", "H", "H", "O", "H", "H", "O", "H", "H", "O", "H", "H", "O", "H", "H"],
  "xyz": [[2.292, -1.519, -2.088], [1.698, -1.415, -0.709], [2.985, -2.341, -2.058], [2.883, -0.682, -2.290], [1.747, -1.857, -2.985], [1.091, -2.198, -0.498], [2.368, -1.147, 0.033], [-1.791, 4.564, -0.117], [-1.072, 5.275, 0.022], [-1.202, 3.789, -0.246], [-0.379, -1.590, 2.528], [-0.407, -1.300, 3.437], [-0.248, -0.845, 2.027], [-0.570, 1.458, 1.795], [-0.168, 1.625, 0.893], [-0.465, 2.234, 2.239], [0.220, 0.843, -1.279], [0.682, 0.145, -0.906], [-0.108, 0.518, -2.133], [-3.381, -1.510, 0.578], [-2.909, -1.633, 1.505], [-3.266, -2.412, 0.253]]
}

three:
{
  "formula": "CH15NO5",
  "method": "wB97M-V/def2-TZVPD",
  "multiplicity": 1,
  "smiles": "CN.O.O.O.O.O",
  "gap_ev": 10.1,
  "total_charge": 0,
  "elements": ["C", "N", "H", "H", "H", "H", "H", "O", "H", "H", "O", "H", "H", "O", "H", "H", "O", "H", "H", "O", "H", "H"],
  "xyz": [[-0.894, 1.914, -0.420], [0.532, 2.189, -0.041], [-0.861, 0.954, -0.877], [-1.423, 2.761, -1.098], [-1.569, 1.683, 0.521], [0.414, 3.125, 0.287], [0.854, 1.591, 0.767], [-4.764, -3.634, -1.470], [-4.100, -2.960, -1.081], [-5.295, -3.876, -0.640], [-0.532, 1.156, 2.810], [0.228, 0.632, 2.428], [-0.525, 0.996, 3.753], [2.033, -1.610, -0.638], [2.174, -0.861, -1.283], [2.720, -2.257, -0.846], [2.060, 0.687, -2.077], [1.306, 1.118, -1.625], [2.682, 1.343, -2.340], [1.403, -0.297, 1.607], [1.453, -0.721, 0.775], [1.978, -0.758, 2.194]]
}

Which of them is the most stable, and which is the least stable? three and one, in that order.

one:
{
  "formula": "C27H63N9O9",
  "method": "wB97M-V/def2-TZVPD",
  "multiplicity": 1,
  "smiles": "CNC(C)=O.CNC(C)=O.CNC(C)=O.CNC(C)=O.CNC(C)=O.CNC(C)=O.CNC(C)=O.CNC(C)=O.CNC(C)=O",
  "gap_ev": 9.5,
  "total_charge": 0,
  "elements": ["C", "N", "C", "C", "O", "H", "H", "H", "H", "H", "H", "H", "C", "N", "C", "C", "O", "H", "H", "H", "H", "H", "H", "H", "C", "N", "C", "C", "O", "H", "H", "H", "H", "H", "H", "H", "C", "N", "C", "C", "O", "H", "H", "H", "H", "H", "H", "H", "C", "N", "C", "C", "O", "H", "H", "H", "H", "H", "H", "H", "C", "N", "C", "C", "O", "H", "H", "H", "H", "H", "H", "H", "C", "N", "C", "C", "O", "H", "H", "H", "H", "H", "H", "H", "C", "N", "C", "C", "O", "H", "H", "H", "H", "H", "H", "H", "C", "N", "C", "C", "O", "H", "H", "H", "H", "H", "H", "H"],
  "xyz": [[-5.399, -2.190, -3.603], [-5.034, -1.240, -2.579], [-5.850, -0.859, -1.562], [-5.362, 0.310, -0.735], [-6.958, -1.334, -1.395], [-5.152, -3.198, -3.275], [-4.849, -1.953, -4.512], [-6.450, -2.050, -3.847], [-4.198, -0.691, -2.693], [-5.934, 1.194, -1.009], [-4.289, 0.457, -0.880], [-5.547, 0.110, 0.319], [6.942, -3.803, -1.907], [5.915, -3.483, -0.958], [4.796, -2.768, -1.299], [4.041, -2.190, -0.126], [4.547, -2.454, -2.447], [7.832, -3.209, -1.701], [6.574, -3.473, -2.882], [7.124, -4.866, -2.052], [5.985, -3.727, 0.015], [4.411, -2.529, 0.844], [2.960, -2.244, -0.228], [4.287, -1.122, -0.076], [-2.283, -0.298, 1.535], [-0.996, -0.347, 0.874], [-0.070, 0.609, 1.127], [1.298, 0.420, 0.538], [-0.379, 1.665, 1.671], [-2.899, -1.142, 1.245], [-2.698, 0.695, 1.387], [-2.097, -0.426, 2.608], [-0.648, -1.194, 0.436], [1.354, 0.961, -0.412], [1.462, -0.596, 0.164], [2.059, 0.716, 1.251], [5.710, 0.797, 1.718], [6.795, -0.102, 1.417], [8.005, -0.035, 2.061], [9.005, -1.118, 1.654], [8.230, 0.733, 2.965], [5.971, 1.397, 2.589], [4.760, 0.290, 1.862], [5.591, 1.579, 0.956], [6.780, -0.587, 0.534], [8.687, -1.636, 0.751], [9.071, -1.830, 2.474], [9.965, -0.615, 1.570], [-2.413, -3.247, -0.840], [-1.235, -4.011, -1.252], [0.022, -3.594, -0.996], [1.127, -4.197, -1.813], [0.279, -2.696, -0.188], [-2.573, -3.378, 0.233], [-3.256, -3.714, -1.340], [-2.296, -2.177, -1.004], [-1.316, -4.564, -2.088], [1.565, -3.412, -2.429], [0.764, -4.986, -2.468], [1.901, -4.520, -1.120], [0.522, -6.039, 2.115], [0.541, -5.204, 3.293], [1.300, -4.098, 3.514], [2.078, -3.546, 2.345], [1.317, -3.536, 4.590], [-0.213, -6.831, 2.250], [1.512, -6.458, 1.934], [0.163, -5.551, 1.199], [-0.084, -5.475, 4.034], [2.386, -4.218, 1.544], [2.978, -3.088, 2.754], [1.500, -2.741, 1.889], [1.371, 8.044, -0.155], [1.348, 6.686, -0.630], [1.584, 5.656, 0.241], [1.640, 4.272, -0.388], [1.643, 5.829, 1.440], [1.186, 8.721, -0.992], [2.329, 8.351, 0.268], [0.579, 8.205, 0.574], [1.494, 6.505, -1.607], [1.928, 3.605, 0.421], [2.437, 4.265, -1.137], [0.707, 3.945, -0.836], [-6.603, 3.917, 0.548], [-5.992, 3.792, 1.854], [-6.028, 2.613, 2.560], [-4.993, 2.461, 3.650], [-6.840, 1.744, 2.322], [-7.321, 4.736, 0.464], [-7.167, 3.044, 0.219], [-5.842, 4.054, -0.226], [-5.117, 4.289, 1.906], [-4.155, 1.880, 3.281], [-5.499, 2.058, 4.524], [-4.666, 3.449, 3.991], [-4.380, 4.358, -3.274], [-3.296, 3.650, -2.644], [-2.995, 2.360, -2.950], [-1.860, 1.787, -2.131], [-3.502, 1.759, -3.880], [-4.040, 5.152, -3.942], [-4.994, 4.852, -2.515], [-4.994, 3.641, -3.809], [-2.749, 4.146, -1.962], [-1.810, 0.710, -2.289], [-2.128, 1.858, -1.072], [-0.914, 2.267, -2.361]]
}

two:
{
  "formula": "C27H63N9O9",
  "method": "wB97M-V/def2-TZVPD",
  "multiplicity": 1,
  "gap_ev": 7.7,
  "total_charge": 0,
  "elements": ["C", "O", "N", "C", "C", "H", "H", "H", "H", "H", "H", "H", "C", "O", "N", "C", "C", "H", "H", "H", "H", "H", "H", "H", "C", "O", "N", "C", "C", "H", "H", "H", "H", "H", "H", "H", "C", "O", "N", "C", "C", "H", "H", "H", "H", "H", "H", "H", "C", "O", "N", "C", "C", "H", "H", "H", "H", "H", "H", "H", "C", "O", "N", "C", "C", "H", "H", "H", "H", "H", "H", "H", "C", "O", "N", "C", "C", "H", "H", "H", "H", "H", "H", "H", "C", "O", "N", "C", "C", "H", "H", "H", "H", "H", "H", "H", "C", "O", "N", "C", "C", "H", "H", "H", "H", "H", "H", "H"],
  "xyz": [[2.060, -0.491, -6.536], [2.558, 0.444, -7.235], [1.587, -0.485, -5.228], [0.787, -1.575, -4.590], [1.602, 0.765, -4.512], [2.133, -1.568, -6.751], [-0.267, -1.533, -4.866], [0.678, -1.326, -3.535], [1.145, -2.584, -4.791], [0.594, 1.159, -4.383], [1.996, 0.604, -3.508], [2.352, 1.476, -4.860], [-1.190, 3.316, -2.167], [-0.059, 3.327, -1.640], [-2.218, 2.630, -1.761], [-2.257, 1.703, -0.584], [-3.615, 3.092, -2.075], [-1.486, 4.022, -2.958], [-2.654, 2.135, 0.335], [-1.242, 1.363, -0.375], [-2.810, 0.802, -0.850], [-3.814, 3.661, -1.166], [-3.755, 3.593, -3.033], [-4.276, 2.237, -2.213], [2.070, 0.317, 2.843], [2.300, 1.159, 1.903], [2.999, -0.040, 3.706], [2.818, -0.947, 4.813], [4.385, 0.416, 3.518], [1.100, -0.151, 3.070], [3.006, -1.939, 4.402], [1.762, -1.017, 5.076], [3.322, -0.603, 5.716], [4.606, 1.185, 2.777], [4.737, 0.882, 4.438], [5.143, -0.345, 3.331], [-2.429, -3.930, -3.732], [-3.123, -3.710, -4.730], [-1.878, -2.848, -3.031], [-1.093, -3.048, -1.901], [-1.968, -1.491, -3.598], [-2.330, -4.906, -3.231], [-0.941, -4.095, -1.637], [-1.601, -2.637, -1.029], [-0.188, -2.441, -1.937], [-1.874, -0.803, -2.758], [-1.144, -1.390, -4.304], [-2.781, -1.345, -4.309], [-1.569, 0.337, 6.141], [-1.390, 0.021, 7.289], [-1.117, -0.371, 5.073], [-1.483, 0.049, 3.751], [-0.115, -1.514, 5.183], [-2.139, 1.210, 5.786], [-1.663, -0.729, 3.009], [-0.608, 0.480, 3.263], [-2.147, 0.890, 3.548], [0.908, -1.229, 5.430], [-0.438, -2.310, 5.854], [0.114, -1.868, 4.178], [3.942, 3.808, -2.047], [4.925, 3.299, -1.546], [2.669, 3.370, -1.750], [1.457, 4.122, -2.257], [2.445, 2.264, -0.968], [3.883, 4.681, -2.715], [0.762, 4.408, -1.467], [0.828, 3.567, -2.953], [1.545, 5.062, -2.801], [3.369, 1.915, -0.506], [1.712, 2.426, -0.178], [2.133, 1.418, -1.581], [-1.921, 2.874, 2.521], [-2.044, 1.565, 2.449], [-1.164, 3.770, 1.946], [-1.354, 5.214, 1.989], [-0.174, 3.436, 0.927], [-2.697, 3.436, 3.062], [-1.377, 5.657, 0.994], [-0.571, 5.830, 2.431], [-2.345, 5.521, 2.324], [-0.448, 2.566, 0.330], [0.044, 4.278, 0.270], [0.799, 3.277, 1.393], [-0.919, -4.601, 0.045], [-1.257, -3.458, 0.316], [-0.934, -5.563, 0.959], [-1.312, -5.356, 2.289], [-0.999, -6.967, 0.474], [-0.458, -4.849, -0.923], [-0.617, -5.862, 2.959], [-2.223, -5.877, 2.583], [-1.529, -4.361, 2.677], [-1.908, -7.329, -0.006], [-0.150, -7.014, -0.207], [-0.752, -7.736, 1.207], [0.423, -0.019, -1.590], [0.290, -0.716, -2.595], [0.375, -0.445, -0.266], [0.199, 0.389, 0.987], [0.346, -1.907, 0.039], [0.380, 1.074, -1.717], [0.040, 1.443, 0.761], [1.094, 0.177, 1.572], [-0.616, 0.184, 1.680], [-0.614, -2.296, 0.380], [0.507, -2.492, -0.866], [1.118, -2.192, 0.754]]
}

Which of them is the most stable, and which is the least stable? one and two, in that order.